No. 1
Formula: C5H8O2
Source: OMol25
Level of theory: ωB97M-V/def2-TZVPD

Calculated values
HOMO (spin up / spin down) = -7.129 / -7.128 eV
Kohn-Sham gap (spin up / spin down) = 7.517 / 7.516 eV
relative energy (zero: lowest compared OMol25 entry of this formula, charge and spin) = 5.934 eV

Structure (ORCA input):
```
! RIJCOSX wB97M-V def2-TZVPD def2/J DEFGRID3
* xyz 0 1
O -1.90 0.22 1.18
O 0.14 1.63 0.03
C 0.94 -0.36 -1.13
C 0.98 -0.42 0.99
C 1.60 0.51 -0.05
C -0.12 -0.77 -0.06
C -1.23 0.20 0.01
H 1.62 -1.30 1.17
H -0.07 1.92 -0.87
H -2.53 0.95 1.20
H -1.86 0.28 -0.90
H 0.63 0.13 -2.06
H -0.45 -1.80 -0.08
H 0.69 0.03 1.95
H 1.56 -1.23 -1.39
*
```

***

No. 2
Formula: C6H7O3
Source: OMol25
Level of theory: ωB97M-V/def2-TZVPD

Calculated values
HOMO = -3.419 eV
Kohn-Sham gap = 7.407 eV
relative energy (zero: lowest compared OMol25 entry of this formula, charge and spin) = 1.726 eV

Structure (ORCA input):
```
! RIJCOSX wB97M-V def2-TZVPD def2/J DEFGRID3
* xyz -1 1
O 0.11 1.15 2.64
O -2.44 2.28 -1.26
O 0.23 0.43 -1.20
C -1.26 1.97 0.83
C 1.04 0.47 0.05
C -0.23 1.34 1.50
C -1.11 0.37 -1.13
C 1.44 -0.80 0.80
C -1.62 1.67 -0.55
H -1.64 -0.62 -0.66
H 2.47 -1.21 0.72
H 1.31 -0.55 1.87
H 0.84 -1.65 0.57
H 1.77 1.27 0.09
H -1.30 0.33 -2.19
H -1.76 2.76 1.32
*
```

***

No. 3
Formula: C19H19ClN4O4S
Source: OMol25
Level of theory: ωB97M-V/def2-TZVPD

Calculated values
HOMO = -8.598 eV
structure (SMILES) = Cc1ccc(Cl)cc1N1CCN(S(=O)(=O)c2ccc3[nH]c(=O)c(=O)[nH]c3c2)CC1
Kohn-Sham gap = 8.552 eV
relative energy (zero: lowest compared OMol25 entry of this formula, charge and spin) = 0.000 eV

Structure (ORCA input):
```
! RIJCOSX wB97M-V def2-TZVPD def2/J DEFGRID3
* xyz 0 1
Cl 2.74 -5.94 1.91
S -0.51 2.58 0.70
O -4.67 1.63 -5.37
O -2.35 1.42 -6.98
O 0.38 3.69 0.90
O -1.81 2.62 1.30
N -3.33 1.90 -3.58
N -1.11 1.70 -5.13
N 0.32 1.18 1.13
N 1.13 -1.11 2.53
C 2.00 0.06 2.46
C 0.35 -1.23 1.32
C 2.45 -3.48 5.02
C -2.31 1.59 -5.79
C -2.09 2.00 -2.98
C 2.44 -4.55 2.90
C 2.72 -4.60 4.25
C 0.45 2.20 -1.84
C -0.94 1.90 -3.78
C -0.69 2.30 -1.06
C -1.96 2.20 -1.61
C 1.68 -2.27 3.09
C -0.53 0.01 1.18
C 1.93 -2.32 4.47
C 1.13 1.31 2.33
C 0.32 2.00 -3.20
C 1.59 -1.16 5.37
C 1.93 -3.40 2.32
C -3.55 1.71 -4.92
H 0.50 1.41 3.22
H 1.27 -1.53 6.34
H -0.29 -2.11 1.40
H -0.28 1.63 -5.71
H 2.61 0.12 3.35
H 0.98 -1.31 0.42
H -4.15 1.98 -3.00
H 2.66 -0.01 1.58
H 2.45 -0.52 5.53
H -1.23 0.08 2.03
H 3.12 -5.49 4.70
H 1.74 2.21 2.21
H 2.64 -3.51 6.08
H 1.41 2.29 -1.37
H 1.20 1.92 -3.83
H -1.10 -0.02 0.25
H 0.79 -0.57 4.93
H -2.81 2.29 -0.96
H 1.74 -3.39 1.25
*
```

***

No. 4
Formula: C22H27ClN2SeZr
Source: OMol25
Level of theory: ωB97M-V/def2-TZVPD

Calculated values
HOMO = -13.532 eV
Kohn-Sham gap = 5.439 eV

Structure (ORCA input):
```
! RIJCOSX wB97M-V def2-TZVPD def2/J DEFGRID3
* xyz 2 1
Zr -0.43 0.13 -0.42
Se -0.05 1.68 1.76
Cl -0.07 1.24 -2.45
N -0.07 0.23 4.27
N 1.93 0.86 3.82
C 0.37 -0.67 6.60
C -2.75 0.68 -1.44
C 3.04 0.22 5.98
C 2.01 0.26 5.07
C 0.67 0.87 3.30
C -0.42 -0.64 -7.05
C -2.47 -0.74 -1.52
C -1.30 1.75 -6.79
C 1.99 -0.40 0.10
C -1.51 0.03 4.30
C 0.86 -1.69 -1.47
C 1.21 1.30 -6.73
C 1.83 -0.62 -1.30
C -2.62 -0.14 0.72
C 0.48 -2.12 -0.17
C 1.42 -0.74 7.54
C 0.73 -0.15 5.36
C 2.73 -0.29 7.23
C -2.44 -1.24 -0.18
C -0.16 0.82 -7.03
C 1.14 -1.31 0.80
C -2.81 1.04 -0.06
H 1.80 1.63 -7.62
H -1.37 -0.86 -6.52
H -1.00 2.54 -6.08
H -2.14 1.21 -6.31
H -2.96 2.03 0.34
H -0.11 -3.00 0.08
H -2.99 1.35 -2.28
H 2.42 -0.14 -2.09
H 1.79 0.51 -6.22
H -2.01 0.91 3.84
H -2.42 -2.28 0.11
H -2.68 -0.21 1.79
H 1.12 -1.43 1.87
H 1.22 -1.18 8.52
H -1.71 2.25 -7.70
H 1.16 2.16 -6.03
H -2.37 -1.33 -2.45
H -1.83 -0.88 3.74
H 2.65 0.33 0.57
H 0.37 -1.17 -6.49
H 4.02 0.56 5.67
H -0.67 -0.99 6.76
H -0.49 -1.10 -8.06
H 0.56 -2.14 -2.43
H 2.75 1.27 3.44
H 3.50 -0.35 7.99
H -1.90 -0.08 5.34
*
```

***

No. 5
Formula: C4H8O2
Source: OMol25
Level of theory: ωB97M-V/def2-TZVPD

Calculated values
HOMO = -9.134 eV
structure (SMILES) = C=CC.O=CO
Kohn-Sham gap = 9.976 eV
relative energy (zero: lowest compared OMol25 entry of this formula, charge and spin) = 2.897 eV

Structure (ORCA input):
```
! RIJCOSX wB97M-V def2-TZVPD def2/J DEFGRID3
* xyz 0 1
O -2.95 -1.65 -2.89
O -0.82 -2.20 -2.68
C 1.92 1.66 2.21
C -1.97 -2.09 -3.44
C 0.04 0.33 1.03
C 0.68 1.54 1.36
H 0.01 2.46 1.17
H 2.56 2.34 1.56
H 2.47 0.67 2.40
H 1.77 2.12 3.11
H -1.10 0.34 1.09
H 0.60 -0.72 1.16
H -1.19 -2.09 -1.80
H -2.02 -2.69 -4.28
*
```

***

No. 6
Formula: C40H56As2I2N2O9S3SbTi
Source: OMol25
Level of theory: ωB97M-V/def2-TZVPD

Calculated values
HOMO = -3.655 eV
Kohn-Sham gap = 5.310 eV
relative energy (zero: lowest compared OMol25 entry of this formula, charge and spin) = 0.000 eV

Structure (ORCA input):
```
! RIJCOSX wB97M-V def2-TZVPD def2/J DEFGRID3
* xyz -1 1
I 5.69 -4.21 -2.69
I 1.08 -4.43 1.17
Sb 0.75 -0.96 4.15
As -2.15 1.06 -1.93
As -0.98 3.57 -4.36
Ti -0.53 -0.41 -0.47
S -2.43 -1.86 0.09
S -3.65 -1.39 2.80
S -1.68 0.43 1.44
O -2.62 1.57 -6.95
O -2.74 4.96 -0.88
O 0.93 -1.45 0.15
O 0.55 3.62 -0.48
O -0.52 0.88 -6.55
O -2.73 -0.92 -5.44
O -3.25 -1.18 -3.28
O -2.49 5.91 -2.92
O 0.16 1.43 -0.20
N -0.42 -2.25 -2.17
N 0.90 0.10 -2.24
C 0.75 -0.61 -3.51
C 0.66 -3.03 -4.15
C 2.29 0.06 -1.72
C -2.49 1.07 -8.28
C 3.35 -3.99 -0.79
C -1.45 0.64 5.43
C 0.31 -2.02 -3.27
C 0.69 1.01 6.66
C 4.09 -3.28 -1.72
C -0.79 -3.51 -1.92
C -1.15 2.64 -1.76
C 1.95 -2.04 -0.43
C 2.71 -1.35 -1.39
C -2.69 -0.97 1.55
C 1.24 -3.79 5.06
C -3.31 6.94 -2.43
C -2.35 4.48 -5.46
C 2.69 0.45 2.32
C -2.27 0.85 -3.86
C 1.06 -2.44 5.76
C 0.26 -4.33 -3.89
C 3.55 -1.69 3.21
C -1.78 1.74 -4.73
C -1.58 1.32 -6.16
C -0.23 -2.52 6.58
C -0.48 -4.57 -2.74
C 0.07 0.80 5.29
C 2.82 -0.40 3.59
C 3.65 0.36 4.62
C -3.96 1.44 -1.38
C -2.78 -0.47 -4.32
C 2.24 -2.21 6.70
C 3.77 -1.97 -2.02
C -2.28 4.85 -2.02
C -1.55 3.79 -2.57
C -0.18 2.54 -0.81
C -3.68 -2.51 -3.56
C 0.31 2.04 4.42
C 2.28 -3.37 -0.16
C 1.42 3.49 0.64
H -4.45 -2.51 -4.32
H -4.61 0.61 -1.65
H 2.98 0.48 -2.47
H -0.38 -1.63 7.20
H 0.37 -4.02 4.43
H 0.01 -0.10 -4.12
H 3.76 -2.32 4.07
H 1.86 4.48 0.78
H -0.08 1.92 3.41
H 2.26 -3.00 7.47
H 1.77 1.11 6.62
H -2.29 4.13 -6.49
H -1.72 -0.23 6.04
H -4.06 -2.90 -2.62
H 2.31 0.68 -0.83
H 0.30 1.94 7.10
H -1.63 1.52 -8.78
H -4.26 2.37 -1.87
H 1.68 -0.60 -4.09
H -1.87 1.53 5.91
H -1.11 -2.63 5.94
H -2.36 -0.01 -8.25
H 1.33 -4.59 5.81
H 3.59 -5.02 -0.57
H 1.37 2.30 4.36
H 4.66 0.53 4.22
H 0.87 3.20 1.53
H 3.69 0.64 1.91
H -2.14 5.54 -5.42
H -4.31 6.57 -2.17
H 3.20 -2.26 6.17
H 4.51 -1.45 2.73
H -0.19 -3.39 7.25
H -0.80 -5.57 -2.47
H 0.53 -5.13 -4.56
H 3.22 1.33 4.85
H 2.23 1.42 2.52
H 4.34 -1.42 -2.77
H 2.10 -0.05 1.56
H -0.21 2.90 4.87
H 2.97 -2.28 2.49
H 2.19 -1.25 7.21
H 1.25 -2.79 -5.02
H 3.76 -0.19 5.56
H -1.94 0.52 4.46
H 2.13 -3.83 4.43
H 0.65 1.08 -2.39
H 2.21 2.76 0.45
H -3.41 1.34 -8.79
H -3.39 7.67 -3.23
H -3.34 4.29 -5.06
H -1.35 -3.67 -1.01
H -3.95 1.59 -0.30
H 0.45 0.20 7.35
H -2.83 -3.11 -3.91
H -2.89 7.40 -1.54
*
```

***

Number 1: calculated total energy -9403.8984 eV. Number 2: calculated total energy -12476.3534 eV. Number 3: calculated total energy -57520.4363 eV. Number 4: calculated total energy -105368.8217 eV. Number 5: calculated total energy -8370.3844 eV. Number 6: calculated total energy -263837.7919 eV.